[1]
Density functional theory data (ωB97M-V/def2-TZVPD) for a cluster of 3 separate species, C18H15F3 in total in a non-equilibrium geometry.

```
36
Properties=species:S:1:pos:R:3:forces:R:3
F 2.59329 -2.61829 1.42852 -2.3 -0.6 -0.7
C 1.25707 -2.91152 1.08270 -1.1 -1.0 -0.7
C 0.36234 -3.54148 2.01263 0.4 1.8 -2.9
C -1.01303 -3.62412 1.68643 0.4 -0.2 1.2
C -1.39579 -3.31209 0.39492 -0.4 1.3 -2.5
C -0.52752 -2.78488 -0.70932 0.4 -0.8 2.9
C 0.80679 -2.63883 -0.30678 1.4 1.3 1.4
H 0.54364 -3.95323 2.94921 1.4 -0.1 1.6
H -1.66207 -3.90618 2.67365 1.0 0.5 -3.2
H -2.43471 -3.31671 0.10517 -0.3 -0.2 0.3
H -0.85889 -2.39255 -1.73196 0.3 -1.1 1.9
H 1.55249 -2.08159 -0.95864 -0.9 -1.0 0.8
F -1.69516 -0.23334 -1.63638 1.1 -1.5 -0.7
C -2.72563 0.34656 -1.10209 -4.1 2.9 0.6
C -2.48147 1.45211 -0.26172 2.0 -1.1 0.2
C -3.51995 2.30540 0.10152 -0.8 -0.9 -1.0
C -4.81192 2.06661 -0.39583 0.1 -0.1 0.5
C -5.13023 0.89568 -1.12710 1.5 2.7 1.7
C -4.11507 0.08220 -1.52641 3.6 2.2 2.5
H -1.37799 1.60302 0.11397 -2.4 -0.2 -0.8
H -3.28084 3.13467 0.71977 -0.1 0.7 0.4
H -5.65340 2.75371 -0.21839 0.7 -0.2 0.2
H -6.16857 0.86438 -1.28384 -1.0 -1.0 -0.9
H -4.32250 -0.67516 -2.12769 -0.6 -3.5 -2.6
F 5.15909 -0.51428 -0.14932 0.9 0.4 0.2
C 4.63250 0.70023 0.03035 -5.4 0.0 -0.1
C 3.16980 0.71564 0.00487 1.6 -1.3 -1.1
C 2.43103 1.88370 -0.14774 11.3 -0.1 2.5
C 3.09026 3.06814 0.08886 0.4 2.7 0.0
C 4.56168 3.08913 0.24842 -4.3 1.9 -0.8
C 5.26174 1.90296 0.11985 3.0 0.1 -0.6
H 2.63483 -0.25004 -0.11952 0.6 0.6 0.3
H 1.53485 1.79903 -0.23020 -10.6 -0.6 -1.2
H 2.33676 4.05706 0.06980 2.8 -2.4 0.2
H 4.88272 4.16500 0.29004 0.7 -1.7 0.1
H 6.36386 1.86905 -0.08773 -1.0 0.4 0.7
```
Forces are in eV/Å.

Results
Orbital gap   9.6299 eV
Molecular weight   288.3 g/mol
Maximum force   0.22433 Eh/bohr
Electronic energy   -27056.81495 eV
HOMO   -8.88 eV

[2]
Density functional theory data (ωB97M-V/def2-TZVPD) for a cluster of 2 separate species, H2N2P2 in total in a non-equilibrium geometry.

```
6
Properties=species:S:1:pos:R:3:forces:R:3
N 2.53311 0.81121 0.21274 1.9 -1.0 -0.5
N 0.77425 -0.56981 0.04209 -1.1 -1.9 -2.1
P 2.44221 -0.78436 -0.09084 -0.6 1.5 0.4
P 0.97385 1.24444 -0.19281 0.1 -1.4 -1.7
H 0.01315 -1.92980 -1.39904 1.0 2.1 2.0
H 0.77500 1.71118 1.04355 -1.2 0.7 2.0
```
Forces are in eV/Å.

Results
Orbital gap   7.1278 eV
Molecular weight   92.0 g/mol
Maximum force   0.05953 Eh/bohr
Electronic energy   -21584.40163 eV
HOMO   -9.34 eV

[3]
Density functional theory data (ωB97M-V/def2-TZVPD) for a structure of composition C24H23N4PtS2Se in a non-equilibrium geometry.

```
55
Properties=species:S:1:pos:R:3:forces:R:3
Pt 0.18275 -0.05293 0.30104 0.1 -1.6 0.2
C 2.59175 0.85871 -1.40845 0.2 -0.2 0.0
N 2.31588 0.13979 -0.13961 -0.1 0.4 0.1
C 2.74146 -1.28183 -0.15361 0.0 0.1 -0.1
C 1.87099 -2.13842 -1.04606 -0.1 -0.1 0.0
N 0.39412 -1.88864 -0.87969 -0.1 0.3 -0.3
C -0.16875 -1.61706 -2.24426 -0.1 -0.2 0.0
C -0.39228 -2.99616 -0.32769 0.2 -0.1 0.1
C -0.19570 -4.29950 -0.77136 0.1 0.0 0.0
C -1.01571 -5.31345 -0.31397 -0.1 0.0 0.0
C -2.04422 -5.01655 0.57635 0.0 0.0 0.0
C -2.24781 -3.71866 1.00415 0.0 0.0 0.0
C -1.42455 -2.68731 0.54303 -0.1 -0.1 0.1
S -1.79348 -1.05010 1.07410 -0.3 0.6 -0.3
C 2.93228 0.89559 0.97612 0.0 0.0 -0.2
C 4.20915 0.63242 1.42453 0.1 0.1 -0.1
C 4.73018 1.39471 2.46756 0.0 0.0 0.0
C 3.97411 2.40380 3.03858 -0.1 0.0 0.0
C 2.67742 2.64658 2.59470 0.0 0.1 0.1
C 2.15377 1.88838 1.56284 -0.1 -0.1 -0.2
S 0.49465 2.10821 0.98490 -0.3 0.4 0.6
H 3.66845 0.89548 -1.58643 0.0 0.0 0.0
H 2.19781 1.86706 -1.31882 0.0 0.0 0.0
H 2.10217 0.35334 -2.23874 0.0 0.0 0.0
H 2.68764 -1.63234 0.87353 0.1 0.0 0.0
H 3.78116 -1.37950 -0.47707 0.0 0.0 -0.1
H 2.10408 -3.17636 -0.81910 -0.1 -0.1 0.0
H 2.11062 -1.98080 -2.09636 0.0 0.0 0.0
H 0.08675 -2.44647 -2.90540 0.0 0.0 0.0
H 0.23104 -0.68907 -2.64153 0.1 0.0 0.0
H -1.24794 -1.53464 -2.16471 0.0 0.0 0.0
H 0.59105 -4.52689 -1.48163 0.0 0.0 0.0
H -0.85690 -6.32847 -0.65190 0.0 0.0 0.0
H -2.69138 -5.80426 0.93914 0.0 0.0 0.0
H -3.04569 -3.48768 1.69951 0.0 0.0 0.0
H 4.80951 -0.15701 0.99067 0.0 0.0 0.0
H 5.72633 1.18515 2.83368 0.0 0.0 0.0
H 4.37785 2.98923 3.85462 0.0 0.0 0.0
H 2.06027 3.40070 3.06780 0.0 -0.1 0.0
Se 0.87042 -1.01152 2.46270 0.1 0.2 0.1
C 0.17552 0.26458 3.59111 -0.1 -0.1 0.0
N -0.24402 1.05261 4.32047 0.1 -0.1 0.0
N -1.18092 0.85012 -1.17328 0.4 0.4 0.0
C -2.05795 1.59413 -1.17762 -0.2 0.2 -0.3
C -3.15867 2.51000 -1.19680 0.2 -0.2 0.0
C -3.05475 3.70007 -1.91746 0.0 0.0 0.0
C -4.12517 4.57522 -1.91428 0.0 0.0 0.0
C -5.27472 4.26254 -1.19741 0.0 0.0 0.0
C -5.36917 3.07546 -0.48080 0.0 0.0 0.0
C -4.30954 2.18691 -0.47664 0.0 0.0 0.0
H -2.14981 3.92776 -2.46473 0.0 0.0 0.0
H -4.06514 5.50096 -2.46993 0.0 0.0 0.0
H -6.10706 4.95459 -1.19571 0.0 0.0 0.0
H -6.26859 2.84336 0.07279 0.0 0.0 0.0
H -4.35926 1.25817 0.07711 0.0 0.0 0.0
```
Forces are in eV/Å.

Results
Orbital gap   6.4657 eV
Molecular weight   705.6 g/mol
Total charge   +1
Maximum force   0.03234 Eh/bohr
Electronic energy   -121478.94823 eV
HOMO   -10.68 eV

[4]
Density functional theory data (ωB97M-V/def2-TZVPD) for the molecule C3H5FN2S in a non-equilibrium geometry.

```
12
Properties=species:S:1:pos:R:3:forces:R:3
C -1.41515 0.37419 -0.00529 0.2 -3.8 -1.9
C -0.13340 0.09168 -0.38220 -3.8 1.0 1.8
C 0.87002 1.04633 -0.20754 -2.7 4.3 -0.7
H -2.98648 -0.80110 0.95838 1.7 0.8 -3.8
H -1.69191 -1.58751 0.28724 -2.2 1.9 -1.8
H -1.71875 1.37380 -0.05643 -0.7 1.2 0.4
H 0.50606 2.16105 -0.11632 0.7 -2.1 -0.4
H 4.09762 -0.76749 0.24214 -3.3 0.7 -0.5
N -2.39325 -0.76583 -0.08124 1.7 -1.1 6.0
N 2.06301 0.81691 -0.12447 4.6 -0.6 0.9
F 0.27874 -1.14891 -0.51773 -0.9 -1.4 -0.6
S 2.52349 -0.79312 0.00346 4.7 -1.0 0.5
```
Forces are in eV/Å.

Results
Orbital gap   8.8223 eV
Molecular weight   120.2 g/mol
Maximum force   0.12291 Eh/bohr
Electronic energy   -19720.85991 eV
HOMO   -8.33 eV